[1]
The following is a quantum chemistry calculation of C20H21N3O5S in the gas phase, from OMol25.

Structure (XYZ):
```
50
Properties=species:S:1:pos:R:3:forces:R:3
C -0.66721 -2.53652 2.45142 -0.1362 0.0951 0.0976
O 0.26513 -2.67407 1.39526 0.1226 0.1067 -0.0442
C -0.01984 -3.71176 0.48298 -0.1280 -0.1922 -0.3137
C -1.29839 -3.48609 -0.33901 0.1386 0.0037 0.3325
N -1.27468 -2.20324 -1.00210 0.2244 -0.2962 -0.1932
C -2.03586 -1.18722 -0.57406 0.3086 0.2020 -0.3224
O -2.88405 -1.28601 0.28964 -0.2722 0.1151 0.1569
C -1.80801 0.14378 -1.32606 -0.5312 0.0281 -0.0349
O -0.40831 0.43614 -1.38900 -0.3068 -0.2474 0.4364
C 0.06979 0.98025 -2.51665 0.3103 0.4446 -0.4741
O -0.56026 1.11685 -3.52651 -0.0860 -0.0150 -0.0343
C 1.51029 1.41285 -2.31262 -0.2372 -0.0510 -0.0674
C 2.46618 0.21386 -2.22298 0.2304 0.2401 0.1625
S 4.07074 0.72448 -1.52557 -0.1225 -0.1799 0.0356
C 3.48672 1.09141 0.10185 -0.0573 -0.1437 -0.2791
C 4.07983 2.10066 0.84665 -0.1255 -0.0700 0.0097
C 3.61634 2.39132 2.11609 0.0742 0.0507 0.0608
C 2.54993 1.67929 2.64439 0.0289 -0.0417 -0.0183
C 1.96297 0.66509 1.91202 -0.0149 -0.0047 -0.0717
C 2.42793 0.35347 0.63842 0.2943 0.3690 0.1256
N 1.85856 -0.71263 -0.05176 0.0697 -0.2780 0.3097
C 1.87253 -0.90137 -1.38210 0.3473 0.0332 -0.2218
O 1.38925 -1.89166 -1.90654 -0.0126 -0.2336 -0.2523
C -2.53022 1.25094 -0.60208 0.0176 0.1273 -0.0285
C -3.83149 1.59729 -0.93714 0.2662 0.0108 0.1284
C -4.45285 2.59908 -0.20734 -0.1269 -0.1910 -0.2651
N -3.87110 3.24613 0.78672 -0.2892 0.3945 0.2645
C -2.63359 2.91060 1.10438 0.3453 -0.1478 0.0523
C -1.91830 1.92074 0.44991 -0.1389 -0.0112 -0.1471
H -1.61050 -2.10233 2.10801 0.0496 -0.0495 0.0159
H -0.86118 -3.50516 2.92223 0.0277 -0.0106 0.0220
H -0.20785 -1.87192 3.18156 -0.0544 -0.0279 0.0519
H -0.10019 -4.67132 1.01235 0.0370 0.0613 -0.0286
H 0.84025 -3.74046 -0.19104 -0.0941 -0.0930 0.0705
H -2.18492 -3.50554 0.29869 0.0828 -0.0916 -0.1281
H -1.37290 -4.27965 -1.08669 -0.0349 -0.0391 0.1061
H -0.47800 -2.04416 -1.61148 -0.1062 0.1952 0.0587
H -2.19509 0.03708 -2.34896 0.0792 0.0184 0.2325
H 1.55303 1.98151 -1.37971 -0.0051 -0.0118 -0.0734
H 1.80425 2.05622 -3.14213 -0.0519 -0.0723 0.0928
H 2.67455 -0.18277 -3.21861 -0.0675 -0.0632 0.1864
H 4.90490 2.64745 0.41794 0.0723 0.1275 -0.0417
H 4.08228 3.17715 2.68955 0.0427 0.0776 0.0586
H 2.17849 1.91124 3.63052 -0.0397 0.0153 0.0884
H 1.14020 0.09455 2.31572 -0.1262 -0.0606 0.0730
H 1.31949 -1.38041 0.50414 -0.0479 -0.0361 -0.1053
H -4.34659 1.09713 -1.74211 -0.0835 -0.0401 -0.1000
H -5.46700 2.90204 -0.43154 -0.0892 -0.0366 -0.0958
H -2.19542 3.46105 1.92684 0.1151 0.0001 0.0582
H -0.90981 1.67463 0.74652 0.1013 0.0193 0.0534
```
Positions in Å, forces in eV/Å.

Values from the calculation:
HOMO   -0.32047 Ha
Charge   0
Max |F|   0.0140 Eh/bohr
LUMO level   0.6 eV
HOMO-LUMO gap   9.276 eV
Molar mass   415.47 g mol⁻¹
E   -1713.45235 hartree
Energy relative to the best compared isomer or geometry (same formula, charge and spin)   0.4937 eV
2S+1   1
Structure (SMILES)   COCCNC(=O)[C@H](OC(=O)C[C@H]1Sc2ccccc2NC1=O)c1ccncc1

Results of the Löwdin charge analysis, in e, for atoms 1 through 6: -0.074 -0.229 -0.194 -0.130 0.099 -0.414

[2]
The following is a quantum chemistry calculation of 10 unconnected molecules or ions with the total composition C52H94N2O17P2 at a distorted geometry, from OMol25.

Structure (XYZ):
```
167
Properties=species:S:1:pos:R:3:forces:R:3
C -0.77982 3.48868 -7.08102 0.0024 0.0905 0.3915
C -0.06266 3.80121 -5.75751 -0.7043 -0.0358 -0.5276
C -0.96934 4.63594 -4.83757 0.2084 -0.2162 0.3395
C -0.89169 4.22553 -3.34096 -0.2552 -0.0548 -0.6603
C -2.25780 3.78616 -2.79042 0.6850 0.2953 0.1887
C -2.29818 3.70674 -1.24463 -0.1048 -0.2748 -0.8216
C -2.64894 2.30263 -0.70519 0.5080 0.4114 0.6698
C -1.43320 1.57607 -0.08343 -0.3418 0.6245 0.0548
C -1.87074 0.63868 1.03715 0.2341 -0.4514 -0.4136
C -0.82103 -0.20149 1.74453 -0.2239 0.2123 -0.0075
C 0.52599 0.12841 1.93307 0.0171 -0.1509 -0.0300
O 0.96676 1.34736 1.42882 0.0873 -0.0303 0.2524
N 1.79488 1.28902 0.26977 -0.1941 0.0404 -0.2176
O 1.78562 0.25562 -0.26538 0.1716 -0.0259 0.0694
C 1.45721 -0.66877 2.62974 0.2400 -0.5450 0.1355
P 3.18561 0.00802 2.77388 -0.1920 0.8154 -0.2209
C 3.81612 -0.37891 4.46250 0.1312 -0.7416 -0.2294
C 4.23284 -0.99102 1.61230 0.5101 0.8278 -0.3706
C 5.14017 0.00123 0.82472 -0.4117 -0.1960 0.6094
C 1.01571 -1.88619 3.18342 -0.1540 0.2982 0.2423
C 1.87374 -2.84523 3.96873 -0.0440 -0.1848 0.2077
P 2.96126 -3.86909 2.94775 -0.3394 -0.2516 -0.5793
O 2.75449 -3.74082 1.50357 0.0690 0.1890 0.0378
O 2.67879 -5.37500 3.44403 0.1119 0.0799 0.1936
O 4.46961 -3.63212 3.43761 -0.1021 -0.1561 0.2957
C -0.31953 -2.21038 3.01025 -0.2099 -0.1532 0.1388
C -1.20216 -1.40804 2.30943 -0.0959 0.0777 0.1370
C -2.54190 -2.10247 2.30491 0.6449 -0.1369 -0.1754
O -3.62461 -1.64892 2.06883 -0.1997 -0.0245 -0.3657
N -2.29051 -3.44526 2.69808 -0.2052 0.1239 0.5720
C -2.37871 -4.47216 1.62455 -0.0865 -0.5219 0.2666
C -1.60485 -5.73448 1.98179 0.2587 -0.1439 0.1030
C -1.99742 -6.94782 1.13919 0.3072 -0.0967 0.1745
C -1.52444 -6.91525 -0.33205 -0.0740 0.0923 0.2081
O -0.83159 -5.71390 -0.66567 -0.3771 -0.2204 -0.0128
C -1.12078 -3.39433 3.50018 0.3499 0.4441 -0.4222
O -0.89723 -4.08487 4.45611 0.1378 -0.4056 -0.1409
H -1.18062 4.39353 -7.54141 0.1753 0.0170 -0.1500
H -0.12797 2.96585 -7.78168 -0.0377 0.0794 -0.0942
H -1.63757 2.84783 -6.85487 -0.0067 -0.0668 -0.1257
H 0.87810 4.30572 -5.95531 0.0728 -0.0185 0.0991
H 0.16264 2.84275 -5.29748 0.1178 0.0338 0.1896
H -0.72571 5.69601 -4.93867 -0.0325 0.0056 -0.0814
H -2.00496 4.53151 -5.17611 -0.0243 -0.0261 0.0138
H -0.48838 5.05429 -2.75672 0.0252 -0.0941 0.1405
H -0.20551 3.37821 -3.29033 0.2090 0.1470 0.3643
H -3.00564 4.48567 -3.15187 -0.1672 -0.0807 0.0087
H -2.47152 2.80171 -3.21481 -0.2213 0.0387 -0.0880
H -1.31921 4.02389 -0.88010 -0.0208 -0.0626 0.2073
H -3.02524 4.43627 -0.88961 -0.0103 -0.0297 0.0744
H -3.10353 1.70050 -1.49065 -0.2092 -0.0532 0.0824
H -3.36216 2.44454 0.11277 -0.2265 -0.2228 -0.1546
H -0.80018 2.35982 0.32525 0.1243 -0.0834 -0.0412
H -0.86636 1.05293 -0.85615 0.0701 -0.0826 0.0535
H -2.58274 -0.07155 0.61255 -0.0909 0.0343 0.0909
H -2.44248 1.18569 1.79181 0.0744 0.1149 0.0119
H 4.31947 -1.35017 4.46768 -0.0056 0.0723 0.1252
H 3.01553 -0.40859 5.20182 -0.0095 0.2437 0.0085
H 4.53941 0.39494 4.72148 -0.2101 -0.0467 -0.0148
H 3.60794 -1.52169 0.89941 0.0104 -0.3485 0.2362
H 4.89404 -1.66376 2.15609 -0.3232 -0.2509 -0.0053
H 6.02071 -0.51379 0.44261 -0.0323 0.0489 -0.1861
H 5.45871 0.80562 1.49006 0.1860 0.0184 -0.0898
H 4.57233 0.46075 0.01805 0.1280 0.0184 -0.1316
H 2.41549 -2.37331 4.78613 0.1071 0.0525 -0.2125
H 1.20429 -3.56483 4.44275 0.0197 -0.0159 0.0151
H 2.43158 -5.90094 2.67093 -0.0151 -0.0389 0.0524
H 4.73833 -4.31689 4.06360 0.1070 0.0338 -0.0535
H -3.42111 -4.74490 1.48069 -0.0014 0.3092 -0.1083
H -1.94499 -4.06396 0.70865 -0.1875 0.0674 -0.0201
H -0.52761 -5.56373 1.87559 -0.0605 0.0834 -0.0427
H -1.75744 -6.00039 3.02900 -0.1794 0.1322 0.0243
H -3.07445 -7.11297 1.21659 -0.0310 0.1170 -0.1277
H -1.52791 -7.81043 1.62010 -0.0837 -0.0453 -0.0037
H -0.84379 -7.75413 -0.49591 -0.0027 0.0204 -0.0978
H -2.38820 -7.05158 -0.98551 0.0850 0.0126 -0.1217
H -1.35980 -5.28695 -1.35252 0.2455 0.1264 -0.2353
C -7.19546 5.38521 -1.34606 0.1705 0.0974 -0.0456
C -6.33389 4.26334 -1.87419 0.0098 -0.0025 0.0110
C -6.94320 2.88160 -1.88340 0.1707 -0.0408 -0.0761
O -5.20894 4.45852 -2.26913 -0.1728 0.0078 0.0276
H -6.64233 6.32033 -1.39257 0.0041 -0.0105 -0.0033
H -8.10300 5.47448 -1.94534 -0.0631 -0.0542 0.0797
H -7.47694 5.18544 -0.31086 -0.1038 -0.0359 -0.0317
H -7.84084 2.87217 -2.50400 -0.0723 0.0058 0.0937
H -7.21440 2.58495 -0.86888 -0.1058 0.0190 -0.0203
H -6.22285 2.17111 -2.28264 0.0118 0.0078 0.0082
C 4.38563 5.14207 -7.35162 -0.1459 0.0497 0.1295
C 3.16948 4.95727 -8.22836 0.0173 -0.0174 0.0318
C 3.41435 4.49438 -9.64558 -0.2008 0.0094 0.0048
O 2.05499 5.16631 -7.81390 0.0439 0.0641 -0.1083
H 4.07289 5.47130 -6.36336 -0.0101 -0.0117 -0.0063
H 4.92811 4.19925 -7.26068 0.0776 0.0324 -0.0770
H 5.05164 5.88917 -7.78657 0.0711 -0.0816 -0.0411
H 3.91969 3.52697 -9.64208 0.1011 0.0496 -0.0220
H 4.04162 5.21552 -10.17206 0.0935 -0.0658 0.0123
H 2.46366 4.39990 -10.16528 0.0006 0.0029 0.0115
C -1.69772 -2.58077 -3.63713 0.0148 -0.1055 0.2581
C -2.01151 -3.99742 -4.03685 0.0079 0.0183 -0.0319
C -2.30420 -4.26324 -5.49043 0.0515 -0.4333 0.1726
O -2.02724 -4.89759 -3.22328 -0.0550 -0.0373 0.1206
H -1.50495 -2.53742 -2.56665 0.0158 -0.0142 -0.0056
H -0.81746 -2.22792 -4.17594 -0.0747 0.0748 -0.0924
H -2.53733 -1.93268 -3.88705 0.0605 0.0512 -0.1522
H -1.44770 -3.97524 -6.10133 -0.0770 0.1462 -0.0432
H -3.16978 -3.69531 -5.81768 0.0629 0.1648 -0.0543
H -2.49585 -5.32688 -5.61953 0.0343 -0.0007 0.0046
C 7.07023 1.95267 6.86736 -0.1134 -0.1982 -0.1455
C 5.95028 2.70571 6.19441 -0.0285 0.0732 -0.0100
C 5.60448 4.06353 6.74954 -0.1512 -0.0075 -0.1791
O 5.35073 2.23869 5.25152 0.0899 0.1037 0.0367
H 7.21240 0.99534 6.36908 0.0041 0.0108 -0.0117
H 7.99721 2.52444 6.80834 -0.0142 0.0444 0.1540
H 6.82094 1.77537 7.91557 0.1400 0.1087 0.0546
H 6.47115 4.72369 6.68686 0.0333 -0.0194 0.1183
H 5.30729 3.97364 7.79559 0.1029 0.0372 0.0376
H 4.78256 4.49216 6.18021 -0.0165 -0.0191 0.0193
C -4.98853 -0.86778 -7.99144 0.1552 -0.1408 -0.0229
C -4.30625 -0.75977 -6.65017 0.0083 0.0128 -0.0160
C -4.85435 0.26335 -5.68792 0.1595 -0.0763 0.1234
O -3.36406 -1.46346 -6.36189 -0.0853 0.1147 -0.0242
H -4.50170 -1.63614 -8.58746 0.0033 0.0036 0.0087
H -6.03905 -1.12967 -7.85582 -0.0361 0.1108 -0.0158
H -4.92989 0.08578 -8.51828 -0.1063 0.0296 0.0304
H -5.89996 0.04435 -5.46552 -0.0444 0.0773 -0.0750
H -4.79026 1.26031 -6.12625 -0.0984 0.0119 -0.0166
H -4.28009 0.24288 -4.76435 0.0098 0.0142 -0.0042
C 3.74145 0.74511 -3.26057 -0.1163 0.1315 0.0703
C 3.08669 1.46691 -4.41343 0.0003 0.0008 0.0183
C 3.52260 1.06975 -5.80600 -0.1255 0.1542 -0.0554
O 2.25234 2.32306 -4.24018 0.1511 -0.0729 0.0908
H 3.34197 1.12126 -2.32260 -0.0120 0.0021 0.0031
H 3.54605 -0.32670 -3.32689 0.0989 -0.0196 -0.0314
H 4.82090 0.90639 -3.28215 0.0180 -0.1042 -0.0491
H 3.31797 0.01143 -5.97567 0.1109 -0.0288 0.0147
H 4.59361 1.24306 -5.92696 0.0251 -0.1182 0.0174
H 2.97596 1.66227 -6.53780 -0.0092 -0.0015 0.0214
C -6.95054 -3.84102 2.40067 0.1944 0.0719 -0.0956
C -6.54200 -5.16647 1.80735 0.0150 0.1042 0.0432
C -7.48709 -6.32754 1.99965 0.1570 -0.0980 -0.1145
O -5.49991 -5.28999 1.20633 -0.1090 -0.1506 -0.0559
H -6.18292 -3.09739 2.19421 0.0153 -0.0189 0.0087
H -7.89759 -3.51397 1.96765 -0.0654 -0.0412 0.0959
H -7.07321 -3.93810 3.48064 -0.1169 -0.0083 -0.0058
H -8.45530 -6.09944 1.55126 -0.0474 0.0262 0.1032
H -7.62991 -6.51996 3.06408 -0.1008 0.0560 0.0018
H -7.07403 -7.21593 1.52731 0.0034 0.0101 0.0004
C 7.12626 -1.85211 8.96868 0.1404 0.1479 0.0127
C 6.41034 -0.89302 9.88950 0.0115 0.0269 0.0168
C 5.00670 -1.26183 10.30500 0.0250 0.1787 0.0965
O 6.93738 0.12444 10.27487 -0.0201 0.0071 -0.0498
H 8.12036 -1.46946 8.74913 -0.0065 0.0056 0.0069
H 7.21614 -2.83078 9.44265 -0.0959 -0.0453 -0.0663
H 6.57013 -1.96058 8.03565 -0.0491 -0.1047 0.0379
H 5.01034 -2.21606 10.83411 -0.0400 -0.0615 -0.1023
H 4.36610 -1.34812 9.42563 0.0090 -0.1235 0.0011
H 4.60930 -0.49149 10.96160 0.0097 0.0008 -0.0038
C 1.36863 2.57610 4.51782 0.2277 0.2629 0.1387
C 0.81757 3.48174 5.58968 0.0009 -0.0262 -0.0067
C -0.58488 3.18497 6.07077 0.0446 0.1773 0.1206
O 1.45817 4.40048 6.04662 0.0008 -0.0169 0.0156
H 2.37748 2.88719 4.25568 0.0114 -0.0395 -0.0032
H 1.39919 1.54721 4.88286 -0.1262 -0.0389 -0.0836
H 0.74176 2.62133 3.62799 -0.0646 -0.1280 -0.0145
H -0.63226 2.17656 6.48560 -0.0495 -0.0440 -0.1011
H -1.28737 3.25439 5.23846 -0.0014 -0.1181 -0.0127
H -0.86707 3.90211 6.83850 0.0081 -0.0019 -0.0058
```
Positions in Å, forces in eV/Å.

Values from the calculation:
HOMO   -0.28968 Ha
Charge   0
Max |F|   0.0202 Eh/bohr
LUMO level   0.1 eV
HOMO-LUMO gap   7.943 eV
Molar mass   1081.27 g mol⁻¹
E   -4109.06926 hartree
2S+1   1
Structure (SMILES)   CCCCCCCCCc1c(ON=O)c(P(C)CC)c(CP(=O)(O)O)c2c1C(=O)N(CCCCO)C2=O.CC(C)=O.CC(C)=O.CC(C)=O.CC(C)=O.CC(C)=O.CC(C)=O.CC(C)=O.CC(C)=O.CC(C)=O

Results of the Löwdin charge analysis, in e, for atoms 1 through 6: -0.119 -0.269 -0.198 -0.198 -0.212 -0.189